40
Properties=species:S:1:pos:R:3:forces:R:3:nbo_charge:R:1 method="wB97M-V/def2-TZVPD" total_charge=-2 e_above_lowest_kcal_mol=0.0 max_force_ev_per_a=1.9 e_tot_ev=-68978.8623 orbital_gap_ev=8.29
C -0.24342 0.68150 0.10927 0.124 -0.531 -1.087 0.7329
F -1.31323 0.08696 0.60852 0.321 0.187 0.650 -0.2889
F -0.35274 0.57450 -1.21931 0.352 0.271 -0.109 -0.3137
F -0.21479 1.97470 0.43595 0.048 -0.254 0.171 -0.3172
S 1.32497 -0.15652 0.65721 1.024 -0.962 1.259 2.3585
O 1.30349 -1.50927 0.10132 -0.437 0.762 -0.201 -1.0259
O 2.49541 0.60177 0.24337 -0.966 0.145 -0.543 -1.0097
O 1.20083 -0.14024 2.10571 -0.411 -0.067 -0.027 -1.0462
C -4.45960 0.10551 -1.80663 0.679 0.223 -1.697 0.6989
F -5.32937 0.98218 -1.30712 -0.359 -0.217 0.516 -0.3301
F -3.24386 0.42725 -1.34408 0.152 0.238 0.148 -0.3404
F -4.70565 -1.12895 -1.37709 -0.530 -0.102 0.285 -0.3263
S -4.48985 0.21277 -3.69655 0.425 -0.329 -1.016 2.3102
O -4.43304 1.64543 -3.96218 0.029 -0.478 0.461 -1.0024
O -3.30468 -0.53639 -4.12641 -0.693 0.508 0.714 -1.0008
O -5.74898 -0.41864 -4.07145 0.222 0.190 0.510 -1.0086
O 4.90353 -0.34117 1.17601 -0.255 0.150 -0.027 -0.9734
H 4.70684 -0.78412 2.00629 -0.050 0.029 -0.040 0.4556
H 4.04152 0.03524 0.88712 0.631 -0.268 0.161 0.4959
O 3.05054 2.80271 -1.18995 0.036 -0.401 0.178 -0.9766
H 2.89397 1.95134 -0.71293 0.085 0.810 -0.426 0.5002
H 3.72412 2.59542 -1.84359 -0.058 -0.048 0.016 0.4543
O 2.33411 0.94402 4.43514 -0.101 -0.262 -0.013 -0.9676
H 1.99050 0.48599 3.64227 0.249 0.317 0.114 0.5000
H 2.78999 0.25865 4.93246 -0.015 0.015 -0.054 0.4536
O -0.74059 -2.68167 -1.72945 0.257 -0.112 0.026 -0.9626
H 0.04614 -2.59824 -1.16993 -0.291 0.182 -0.092 0.4790
H -0.99994 -1.77631 -1.93923 -0.083 -0.082 0.011 0.4812
O 1.39748 -3.83707 1.84932 0.071 0.045 -0.021 -0.9699
H 1.46844 -2.98976 1.37626 -0.078 -0.197 0.057 0.4973
H 0.57485 -4.21835 1.52870 0.000 0.093 -0.014 0.4633
O -2.08217 4.11514 0.53725 0.017 -0.046 0.038 -0.9538
H -2.12256 4.17657 -0.42273 -0.023 -0.084 0.039 0.4702
H -1.68498 3.24942 0.70474 -0.176 0.312 -0.056 0.4798
O 2.63305 -1.69477 -2.66140 -0.111 0.030 -0.046 -0.9611
H 2.15615 -1.58328 -1.82516 0.151 -0.031 -0.009 0.4884
H 1.94095 -1.69265 -3.33137 -0.015 -0.022 0.095 0.4668
O -0.87802 -0.00354 4.02468 0.183 -0.033 0.062 -0.9627
H -0.55371 0.21475 4.90321 0.052 0.067 -0.069 0.4574
H -0.07570 -0.03089 3.47172 -0.454 -0.051 0.033 0.4943



104
Properties=species:S:1:pos:R:3:forces:R:3:mulliken_charge:R:1 method="wB97M-V/def2-TZVPD" total_charge=-2 e_above_lowest_kcal_mol=51.9 max_force_ev_per_a=2.0 e_tot_ev=-121050.9891 orbital_gap_ev=6.75
Cs 3.12066 1.21782 0.47692 -1.898 0.434 -0.417 1.1010
C 0.48266 1.70259 3.33838 0.088 -0.073 0.217 -0.4158
C -0.42064 2.50885 2.46917 0.194 -0.195 -0.162 0.8567
C -1.31385 3.52802 2.82724 -0.127 0.138 -0.058 -1.4353
C -1.83669 3.96534 1.62757 -0.067 0.086 0.007 0.9880
C -2.83251 5.05548 1.40259 -0.071 0.071 0.070 -1.2939
N -1.27759 3.23112 0.64067 0.247 -0.219 0.171 0.8563
N -0.40702 2.32800 1.15994 -0.043 0.133 -0.027 -0.4039
B -1.51116 3.39380 -0.86702 -0.277 0.314 -0.028 -1.0190
N -0.25568 3.87837 -1.62351 0.279 -0.237 -0.031 1.0094
N 0.93252 3.21738 -1.61366 -0.087 0.124 0.013 -0.5460
C 1.79017 3.97957 -2.27331 0.036 -0.271 0.156 0.8336
C 3.21378 3.56071 -2.41027 0.146 -0.108 -0.194 -1.1147
C 1.16915 5.14659 -2.73988 -0.179 0.110 0.025 -1.4726
C -0.13334 5.04294 -2.29921 -0.084 0.102 -0.014 1.0316
C -1.24191 6.02398 -2.49662 -0.016 0.126 -0.082 -1.1553
N -2.21578 2.15767 -1.48056 0.046 -0.135 -0.114 1.1680
N -1.70476 0.91229 -1.41783 0.015 -0.151 0.089 -0.7208
C -2.60881 0.10212 -1.94324 0.215 -0.009 0.011 0.5706
C -2.35330 -1.36809 -1.97026 -0.076 -0.135 -0.037 -0.3339
C -3.72918 0.82547 -2.38573 -0.056 0.077 0.079 -1.5990
C -3.43751 2.13491 -2.05875 -0.103 0.064 -0.061 1.0323
C -4.29661 3.33570 -2.27768 -0.062 0.106 -0.023 -1.1953
H 0.26787 1.87044 4.39595 -0.047 -0.002 -0.015 0.3454
H 0.36712 0.63743 3.12995 0.039 -0.006 -0.002 -0.1873
H 1.52619 1.98193 3.17578 0.032 0.018 -0.023 -0.2826
H -1.52917 3.91435 3.80958 -0.013 0.014 0.051 0.4140
H -3.12737 5.46969 2.36878 0.001 -0.010 -0.014 0.3434
H -2.42582 5.86731 0.79843 0.042 0.011 -0.023 0.1741
H -3.73133 4.69860 0.89653 -0.008 -0.030 -0.005 0.1646
H -2.30513 4.28685 -0.97977 -0.046 0.020 -0.018 -0.3203
H 3.30247 2.49890 -2.19947 0.049 -0.102 -0.022 0.1018
H 3.58096 3.71292 -3.42881 -0.007 0.063 0.034 0.3444
H 3.87639 4.09856 -1.72882 -0.046 0.046 0.029 0.0984
H 1.60149 5.95924 -3.29961 0.024 0.039 -0.031 0.3900
H -0.86667 6.86540 -3.08283 -0.006 -0.015 0.010 0.3301
H -2.09065 5.59358 -3.03021 0.006 -0.035 -0.008 0.1168
H -1.62254 6.41232 -1.55155 0.009 -0.003 0.040 0.1598
H -1.31502 -1.54678 -1.70367 0.119 -0.018 0.031 -0.1055
H -2.98858 -1.90348 -1.25458 -0.017 0.031 -0.009 0.0323
H -2.53940 -1.80417 -2.95612 -0.011 0.022 -0.024 0.2926
H -4.62678 0.46236 -2.86134 -0.017 -0.016 -0.003 0.4215
H -5.22139 3.02229 -2.76532 -0.002 0.018 -0.002 0.3177
H -4.55279 3.83567 -1.34198 -0.003 -0.035 0.016 0.1498
H -3.81353 4.08356 -2.90827 0.020 -0.027 -0.025 0.1235
S 0.81697 -1.86855 1.63270 0.106 0.224 0.364 -0.2221
C 0.08237 -2.91531 0.62916 0.227 -0.203 -0.732 -0.0460
N -1.14476 -3.45274 0.79528 -0.063 0.137 0.172 0.5285
C -1.56626 -4.58506 -0.00490 0.032 -0.032 -0.012 -0.6103
C -0.35169 -5.45574 -0.25758 -0.078 0.018 -0.060 -0.9221
N 0.64474 -4.66063 -0.95322 0.094 -0.112 -0.188 0.1698
C 1.28856 -5.25846 -2.10695 0.134 -0.083 -0.049 -1.5254
C 0.32405 -5.51909 -3.23677 0.015 -0.014 -0.008 0.6490
C -0.44081 -4.48231 -3.76914 0.010 -0.023 0.068 0.0030
C -1.33417 -4.73339 -4.79475 -0.053 0.016 -0.052 -0.7550
C -1.47688 -6.01800 -5.30501 -0.045 -0.017 -0.058 -0.3743
C -0.72488 -7.05420 -4.77855 0.014 -0.010 0.011 -0.5566
C 0.16843 -6.80132 -3.74512 0.002 -0.040 -0.026 -0.3405
C 0.77318 -3.34140 -0.67686 -0.435 0.187 0.656 0.1637
S 1.50282 -2.21521 -1.58789 0.262 0.095 -0.199 -0.0950
C -2.07608 -2.94042 1.78276 -0.205 0.149 -0.015 -1.7622
C -2.26065 -3.87776 2.94701 -0.002 0.007 -0.002 0.7686
C -1.17378 -4.19530 3.75878 0.021 -0.007 -0.043 -0.2630
C -1.33422 -5.05524 4.83063 0.028 -0.015 0.039 -0.7419
C -2.57773 -5.61008 5.10407 -0.075 -0.069 0.066 -0.3333
C -3.66154 -5.30717 4.29685 0.020 0.028 -0.032 -0.6187
C -3.49847 -4.44384 3.22041 -0.010 0.000 0.000 -0.2193
H -2.00473 -4.25077 -0.95400 0.020 -0.064 0.007 0.1991
H -2.32497 -5.13051 0.56016 0.040 -0.035 -0.021 0.5128
H -0.61737 -6.29637 -0.90047 -0.021 0.006 0.030 0.4645
H 0.04448 -5.84742 0.68631 -0.056 0.017 0.016 0.3351
H 1.74186 -6.20707 -1.80068 0.010 0.043 0.039 0.3675
H 2.08563 -4.58115 -2.41917 -0.047 -0.014 0.013 0.5198
H -0.32503 -3.48207 -3.37404 0.023 0.076 0.026 0.4179
H -1.92041 -3.91992 -5.20135 -0.015 0.023 -0.013 0.4163
H -2.17394 -6.20835 -6.11131 -0.016 0.004 -0.004 0.3676
H -0.83477 -8.05990 -5.16412 -0.001 -0.015 -0.012 0.3631
H 0.75274 -7.61269 -3.32554 0.019 -0.013 0.001 0.3247
H -3.04058 -2.76368 1.29261 0.064 -0.047 -0.030 0.3990
H -1.69385 -1.97443 2.11537 0.011 -0.046 0.003 0.5666
H -0.21209 -3.74956 3.53574 0.033 0.015 0.022 0.3644
H -0.48928 -5.29061 5.46387 0.041 0.002 0.011 0.3976
H -2.70186 -6.27604 5.94896 0.012 -0.014 0.002 0.3656
H -4.63269 -5.73980 4.49877 -0.025 -0.015 0.022 0.3694
H -4.34264 -4.20263 2.58471 -0.027 0.013 -0.004 0.3596
O 6.36871 -0.57447 -0.52382 0.058 -0.179 -0.096 -0.6764
Cl 5.04177 -1.05513 -0.81234 -0.068 0.398 0.076 1.5759
O 5.08434 -2.32974 -1.46709 0.068 -0.208 -0.098 -0.6747
O 4.29681 -1.15782 0.43555 0.698 -1.061 -0.355 -0.6590
O 4.36136 -0.08057 -1.66092 0.452 -0.643 -0.215 -0.6586
F 6.21087 5.58619 2.32178 -0.048 -0.089 0.014 -0.3090
C 5.68408 4.38807 1.94416 0.334 0.318 0.160 0.1909
F 6.65196 3.47481 2.13509 0.017 -0.045 0.019 -0.2854
F 5.48113 4.46725 0.63115 -0.108 -0.020 -0.104 -0.1868
C 4.38523 3.98644 2.70986 -0.332 -0.403 -0.328 0.7757
O 3.75726 3.02813 2.04751 0.521 1.132 1.134 -0.7001
C 3.46999 5.24218 2.84352 0.106 0.342 0.095 0.4890
F 2.22932 4.91738 3.18519 -0.091 -0.113 0.034 -0.1865
F 3.90382 6.14431 3.76935 0.004 -0.039 -0.032 -0.3192
F 3.40076 5.90420 1.67664 0.019 0.009 -0.043 -0.2653
C 4.78206 3.50499 4.14056 0.133 0.162 0.268 0.5170
F 3.71828 3.50697 4.96505 -0.074 0.030 0.002 -0.2583
F 5.25390 2.25993 4.13285 0.050 -0.088 -0.089 -0.2390
F 5.72974 4.27344 4.74159 -0.037 -0.009 -0.026 -0.3043



23
Properties=species:S:1:pos:R:3:forces:R:3:nbo_charge:R:1 method="wB97M-V/def2-TZVPD" e_above_lowest_kcal_mol=15.7 max_force_ev_per_a=1.2 e_tot_ev=-10549.7931 smiles=CCCC.O.O.O orbital_gap_ev=11.19
C 2.73150 -0.93735 -0.37912 0.521 0.617 -0.162 -0.6008
C 1.72324 0.14003 -0.00106 -0.071 -1.190 -0.018 -0.3875
C 0.49578 0.13423 -0.90882 0.250 0.957 0.189 -0.4051
C -0.39850 1.34115 -0.57665 -0.156 -0.192 -0.618 -0.6056
H 2.40206 -1.93048 -0.10949 -0.064 -0.264 0.077 0.2083
H 3.70581 -0.71216 0.06943 -0.146 -0.296 0.195 0.1987
H 2.91146 -0.89560 -1.44572 -0.010 -0.200 -0.426 0.1936
H 2.22708 1.09702 -0.09688 -0.116 0.333 0.297 0.1895
H 1.44943 -0.07884 1.03583 -0.147 0.575 0.059 0.1893
H -0.07654 -0.78252 -0.89755 0.130 -0.335 0.224 0.2210
H 0.90153 0.24909 -1.91744 -0.301 -0.044 -0.199 0.1859
H -0.53701 1.45128 0.49796 0.061 0.034 0.093 0.1962
H -1.40318 1.26439 -1.02494 0.393 0.037 0.038 0.2096
H 0.08572 2.24246 -0.97277 -0.246 0.003 0.256 0.2002
O -2.20131 -1.78692 -1.28325 -0.129 -0.038 -0.374 -0.9384
H -2.25848 -1.42637 -0.39529 0.051 -0.186 0.166 0.4769
H -2.21502 -2.74666 -1.20890 -0.026 0.184 0.185 0.4661
O -0.13427 -3.02113 1.10604 -0.159 -0.035 -0.174 -0.9393
H 0.13842 -3.23921 2.00146 -0.014 -0.081 0.023 0.4730
H -0.54410 -3.82115 0.75268 0.176 0.124 0.169 0.4684
O -3.18193 4.34242 1.60214 0.017 0.059 0.002 -0.9346
H -3.10383 3.93452 2.46888 0.001 -0.024 0.022 0.4669
H -2.71786 5.18179 1.68344 -0.017 -0.038 -0.024 0.4679



46
Properties=species:S:1:pos:R:3:forces:R:3:nbo_charge:R:1 method="wB97M-V/def2-TZVPD" total_charge=+2 e_above_lowest_kcal_mol=0.0 max_force_ev_per_a=3.0 e_tot_ev=-57879.8766 orbital_gap_ev=1.34
C 2.93721 -2.75132 0.59602 0.161 -0.004 -0.503 -0.5628
C 2.43397 -3.49431 -0.64089 -0.308 0.120 -0.060 -0.4143
C 1.12333 -2.97963 -1.29251 0.361 0.231 -0.217 -0.4189
C 0.28019 -2.03598 -0.44674 -0.034 -0.625 -0.071 -0.2347
N -0.89139 -1.52840 -1.24888 0.308 0.687 1.331 -0.5906
C -2.19725 -1.69597 -0.56108 -0.401 -0.195 -0.563 -0.2686
C -2.77672 -3.08936 -0.71691 -0.105 -0.188 0.374 -0.0719
O -1.75232 -4.04540 -0.69652 -0.038 -0.092 -0.159 -0.6734
S -0.74867 0.10869 -1.48353 -0.407 0.012 -0.541 2.5380
O -1.61106 0.47461 -2.55937 0.073 -0.002 0.088 -0.9274
O -0.76103 0.83647 -0.26801 0.175 -0.045 -0.153 -0.8680
F 0.70756 0.14243 -2.03216 -0.073 -0.029 -0.066 -0.4662
H 2.22512 -2.74815 1.41816 0.122 0.079 0.114 0.2497
H 3.14588 -1.68356 0.34503 -0.583 -0.224 0.308 0.0402
H 3.89388 -3.16624 0.91998 -0.100 -0.096 0.210 0.2391
H 2.28775 -4.54121 -0.37770 0.174 0.003 0.131 0.2458
H 3.21237 -3.47758 -1.40725 0.029 -0.163 0.018 0.2093
H 0.51289 -3.83038 -1.58040 -0.080 0.026 0.007 0.2505
H 1.37297 -2.46500 -2.22409 -0.039 0.059 0.020 0.2097
H -0.11262 -2.54436 0.43024 -0.097 -0.040 -0.023 0.2305
H 0.86514 -1.19600 -0.07161 -0.058 0.068 -0.044 0.2023
H -2.88693 -1.00914 -1.04901 -0.130 0.004 0.184 0.2206
H -2.17227 -1.40127 0.49464 0.410 -0.061 -0.030 0.2430
H -3.45910 -3.26385 0.12688 -0.160 0.053 -0.113 0.2110
H -3.38214 -3.16483 -1.63244 0.173 0.047 -0.112 0.1982
H -2.14461 -4.92459 -0.78570 0.097 0.028 0.080 0.5049
Al 4.68144 -0.53542 -0.44328 0.486 0.282 -0.157 0.9959
C -0.17504 3.80013 1.02955 0.157 -0.107 -0.013 -0.6367
C 0.00908 4.82167 2.12819 -0.257 0.077 -0.142 -0.0815
O 1.09523 4.43063 2.99861 -0.076 0.059 0.139 -0.4747
C 2.31325 4.71363 2.57571 0.082 0.038 -0.044 0.6910
O 2.61731 5.24344 1.54762 0.055 -0.076 -0.006 -0.5453
C 3.35687 4.26596 3.63177 -0.253 0.125 -0.182 0.8989
F 3.05688 3.04466 4.10010 0.086 -0.033 0.030 -0.3180
F 3.36867 5.12354 4.64758 0.065 -0.064 0.040 -0.2927
F 4.56729 4.21710 3.08414 0.032 -0.028 0.046 -0.3032
H -0.32011 2.80621 1.45199 -0.094 0.022 0.038 0.2086
H -1.04235 4.05335 0.42080 -0.018 0.015 0.010 0.2246
H 0.70280 3.76803 0.38304 -0.034 0.077 -0.031 0.2146
H -0.86444 4.87554 2.77258 0.066 -0.079 0.099 0.2055
H 0.19091 5.81689 1.72634 0.183 -0.021 0.023 0.2101
C -5.03834 -0.17956 -2.91794 2.266 -1.766 -0.671 0.9158
O -5.17858 1.01351 -3.22858 -1.426 0.099 0.755 -0.0987
O -4.01538 -0.91965 -3.20578 -0.791 1.047 -0.168 -0.5794
O -6.01860 -0.57079 -2.26271 -0.686 1.230 -0.024 -0.0858
H -3.40901 -0.31457 -3.69591 0.689 -0.550 0.048 0.5548